Entry 1:
{"formula": "C11H18N", "method": "the ωB97M-V functional and the def2-TZVPD basis", "smiles": "C=[N+]1CC[C@H]2[C@@H]3C[C@](C)(CC)[C@]231", "e_tot_ha": -484.31170, "fmax_ev_per_a": 3.799, "relative_energy_kj_mol": 378.0, "e_homo_ha": -0.4875, "charge": 1, "species": ["C", "C", "C", "C", "C", "C", "C", "C", "C", "C", "C", "N", "H", "H", "H", "H", "H", "H", "H", "H", "H", "H", "H", "H", "H", "H", "H", "H", "H", "H"], "coordinates": [[-1.63, 2.12, 0.04], [-2.70, -1.17, 0.71], [0.75, -1.20, -1.14], [-3.09, 0.19, 0.07], [-1.24, -1.40, 0.43], [-0.78, -1.38, -0.95], [-0.78, -0.06, -0.22], [0.74, 0.06, -0.37], [1.32, 1.41, -0.97], [3.02, -0.22, 0.90], [1.50, -0.20, 1.02], [-1.78, 0.88, 0.03], [-0.64, 2.64, -0.12], [-2.43, 2.75, 0.24], [-2.71, -1.17, 1.81], [-3.53, -1.88, 0.33], [1.31, -2.01, -0.65], [1.01, -1.24, -2.17], [-3.43, -0.03, -1.00], [-3.78, 0.99, 0.65], [-0.72, -1.82, 1.22], [-1.53, -1.54, -1.76], [1.06, 1.61, -2.07], [2.39, 1.28, -1.10], [1.20, 2.29, -0.36], [3.42, -0.89, 0.11], [3.60, -0.52, 1.87], [3.09, 0.74, 0.46], [1.15, 0.69, 1.59], [0.97, -1.06, 1.50]]}

Entry 2:
{"formula": "C74H175F6N11O26", "method": "the ωB97M-V functional and the def2-TZVPD basis", "e_tot_ha": -6081.65577, "fmax_ev_per_a": 3.876, "e_homo_ha": -0.2992, "species": ["C", "O", "C", "C", "N", "C", "C", "O", "C", "H", "H", "H", "H", "H", "H", "H", "H", "H", "H", "H", "H", "H", "H", "H", "C", "O", "C", "C", "N", "C", "C", "O", "C", "H", "H", "H", "H", "H", "H", "H", "H", "H", "H", "H", "H", "H", "H", "H", "C", "O", "C", "C", "N", "C", "C", "O", "C", "H", "H", "H", "H", "H", "H", "H", "H", "H", "H", "H", "H", "H", "H", "H", "C", "O", "C", "C", "N", "C", "C", "O", "C", "H", "H", "H", "H", "H", "H", "H", "H", "H", "H", "H", "H", "H", "H", "H", "C", "O", "C", "C", "N", "C", "C", "O", "C", "H", "H", "H", "H", "H", "H", "H", "H", "H", "H", "H", "H", "H", "H", "H", "C", "O", "C", "C", "N", "C", "C", "O", "C", "H", "H", "H", "H", "H", "H", "H", "H", "H", "H", "H", "H", "H", "H", "H", "C", "O", "C", "C", "N", "C", "C", "O", "C", "H", "H", "H", "H", "H", "H", "H", "H", "H", "H", "H", "H", "H", "H", "H", "C", "O", "C", "C", "N", "C", "C", "O", "C", "H", "H", "H", "H", "H", "H", "H", "H", "H", "H", "H", "H", "H", "H", "H", "C", "O", "C", "C", "N", "C", "C", "O", "C", "H", "H", "H", "H", "H", "H", "H", "H", "H", "H", "H", "H", "H", "H", "H", "C", "O", "C", "C", "N", "C", "C", "O", "C", "H", "H", "H", "H", "H", "H", "H", "H", "H", "H", "H", "H", "H", "H", "H", "C", "O", "C", "C", "N", "C", "C", "O", "C", "H", "H", "H", "H", "H", "H", "H", "H", "H", "H", "H", "H", "H", "H", "H", "C", "C", "O", "C", "O", "C", "F", "F", "F", "H", "H", "H", "H", "H", "C", "C", "O", "C", "O", "C", "F", "F", "F", "H", "H", "H", "H", "H"], "coordinates": [[-5.15, -0.33, -3.17], [-6.24, 0.26, -2.59], [-7.28, -0.60, -2.32], [-8.50, 0.22, -1.93], [-8.22, 1.29, -1.02], [-9.33, 2.15, -0.72], [-9.68, 3.16, -1.86], [-8.57, 4.04, -1.96], [-8.84, 5.07, -2.91], [-5.41, -0.67, -4.23], [-4.76, -1.18, -2.56], [-4.27, 0.34, -3.24], [-6.99, -1.14, -1.39], [-7.43, -1.25, -3.22], [-9.26, -0.40, -1.47], [-8.95, 0.62, -2.84], [-7.39, 1.75, -1.32], [-9.24, 2.58, 0.25], [-10.16, 1.46, -0.64], [-10.68, 3.63, -1.55], [-9.73, 2.56, -2.82], [-9.05, 4.66, -3.92], [-7.92, 5.62, -3.01], [-9.66, 5.72, -2.57], [-0.29, -6.71, 5.01], [-0.84, -5.81, 4.10], [-2.30, -5.76, 4.15], [-2.74, -4.53, 3.34], [-2.24, -3.38, 3.99], [-2.27, -2.23, 3.18], [-1.53, -1.12, 3.86], [-0.18, -1.54, 4.01], [0.59, -0.60, 4.72], [0.76, -6.36, 5.10], [-0.37, -7.79, 4.63], [-0.80, -6.65, 5.98], [-2.75, -5.69, 5.13], [-2.69, -6.71, 3.75], [-3.85, -4.62, 3.26], [-2.35, -4.62, 2.25], [-1.33, -3.56, 4.38], [-3.31, -1.90, 3.01], [-1.79, -2.39, 2.21], [-1.95, -1.03, 4.88], [-1.54, -0.13, 3.41], [0.29, -0.74, 5.76], [0.41, 0.44, 4.44], [1.63, -0.82, 4.51], [-3.25, 1.71, 1.19], [-3.29, 0.32, 1.48], [-4.23, -0.44, 0.71], [-5.65, -0.23, 1.17], [-5.75, -0.23, 2.66], [-7.13, -0.07, 3.12], [-7.12, -0.18, 4.63], [-8.47, 0.03, 5.16], [-9.11, -1.23, 5.46], [-4.04, 2.27, 1.70], [-3.35, 1.89, 0.12], [-2.33, 2.19, 1.57], [-4.00, -1.48, 0.89], [-4.06, -0.15, -0.35], [-6.33, -1.01, 0.74], [-6.01, 0.71, 0.77], [-5.15, 0.48, 3.06], [-7.78, -0.79, 2.69], [-7.57, 0.93, 2.90], [-6.46, 0.62, 5.03], [-6.75, -1.11, 4.96], [-10.20, -0.99, 5.49], [-8.69, -1.61, 6.41], [-9.05, -1.98, 4.64], [-6.53, 3.45, 1.63], [-5.65, 4.53, 2.05], [-5.45, 4.76, 3.56], [-4.16, 5.50, 3.72], [-3.01, 4.74, 3.30], [-1.73, 5.29, 3.72], [-0.58, 4.54, 3.02], [0.58, 5.32, 3.18], [1.70, 4.89, 2.44], [-7.50, 3.47, 2.20], [-6.11, 2.44, 1.61], [-6.67, 3.73, 0.58], [-5.17, 3.79, 4.02], [-6.36, 5.23, 3.96], [-4.11, 5.75, 4.85], [-4.19, 6.50, 3.21], [-3.03, 4.65, 2.28], [-1.61, 5.20, 4.81], [-1.64, 6.34, 3.47], [-0.79, 4.36, 1.94], [-0.44, 3.52, 3.47], [2.37, 5.71, 2.64], [1.45, 4.84, 1.41], [2.05, 3.89, 2.78], [8.65, 0.21, 2.80], [8.08, 1.53, 2.87], [6.71, 1.53, 2.64], [6.15, 2.92, 2.39], [6.07, 3.70, 3.57], [5.36, 5.00, 3.38], [5.48, 5.79, 4.60], [6.78, 6.17, 4.97], [7.34, 7.27, 4.31], [8.53, -0.30, 3.79], [9.71, 0.35, 2.55], [8.11, -0.32, 1.99], [6.04, 1.07, 3.39], [6.50, 0.97, 1.70], [5.16, 2.78, 1.94], [6.71, 3.39, 1.59], [7.05, 3.92, 3.78], [4.33, 4.73, 3.20], [5.70, 5.55, 2.46], [5.15, 5.18, 5.47], [4.83, 6.66, 4.56], [6.70, 8.14, 4.39], [7.58, 7.10, 3.27], [8.25, 7.56, 4.81], [-4.50, -5.74, -0.95], [-3.39, -4.90, -1.25], [-3.38, -3.67, -0.51], [-2.25, -2.75, -0.93], [-2.30, -2.18, -2.26], [-1.92, -3.11, -3.34], [-1.96, -2.53, -4.69], [-3.29, -2.31, -5.11], [-3.40, -1.52, -6.30], [-5.38, -5.27, -1.35], [-4.62, -5.89, 0.13], [-4.23, -6.67, -1.40], [-3.41, -3.97, 0.57], [-4.26, -3.03, -0.70], [-1.34, -3.34, -0.77], [-2.12, -1.93, -0.16], [-1.75, -1.32, -2.29], [-2.46, -4.05, -3.19], [-0.84, -3.30, -3.06], [-1.44, -3.14, -5.42], [-1.41, -1.56, -4.55], [-3.09, -0.48, -6.09], [-4.46, -1.39, -6.49], [-2.95, -1.95, -7.23], [4.97, -2.01, 4.15], [5.77, -3.19, 4.13], [6.93, -3.19, 3.34], [7.56, -4.58, 3.31], [6.59, -5.54, 2.96], [7.11, -6.84, 2.79], [5.90, -7.86, 2.68], [5.08, -7.68, 3.80], [3.83, -8.32, 3.71], [5.49, -1.07, 4.36], [4.21, -2.10, 4.93], [4.42, -1.99, 3.16], [7.69, -2.53, 3.77], [6.65, -2.89, 2.30], [8.18, -4.75, 4.21], [8.32, -4.55, 2.50], [5.81, -5.55, 3.61], [7.79, -7.23, 3.57], [7.62, -6.92, 1.82], [6.26, -8.88, 2.56], [5.38, -7.68, 1.75], [3.36, -8.19, 4.69], [3.91, -9.35, 3.36], [3.17, -7.76, 3.01], [7.91, -0.99, -2.33], [8.12, -0.03, -1.29], [8.81, 1.13, -1.72], [8.40, 2.30, -0.83], [7.00, 2.64, -0.85], [6.47, 3.44, -1.97], [4.97, 3.45, -2.03], [4.45, 2.20, -1.88], [4.66, 1.37, -3.03], [7.47, -1.83, -1.86], [8.83, -1.19, -2.84], [7.19, -0.62, -3.08], [8.49, 1.31, -2.77], [9.91, 0.88, -1.78], [8.86, 3.26, -1.21], [8.71, 2.15, 0.17], [6.46, 1.83, -0.70], [6.90, 3.11, -2.95], [6.86, 4.48, -1.95], [4.58, 3.90, -2.90], [4.66, 4.01, -1.17], [5.70, 1.15, -3.22], [4.15, 1.84, -3.89], [4.12, 0.44, -2.83], [5.07, -1.34, 0.26], [4.10, -0.91, 1.13], [3.66, 0.45, 0.86], [2.47, 0.43, -0.03], [1.30, 0.43, 0.84], [0.17, 0.06, 0.02], [-0.19, 1.13, -0.97], [-1.31, 0.66, -1.68], [-1.72, 1.56, -2.66], [6.12, -1.09, 0.61], [5.01, -0.91, -0.66], [5.04, -2.42, 0.22], [4.53, 1.08, 0.53], [3.43, 0.80, 1.86], [2.56, -0.38, -0.78], [2.32, 1.37, -0.55], [1.50, -0.30, 1.55], [-0.67, -0.05, 0.72], [0.42, -0.84, -0.57], [0.68, 1.39, -1.65], [-0.45, 2.09, -0.50], [-2.57, 1.19, -3.20], [-0.84, 1.81, -3.31], [-2.10, 2.46, -2.20], [-0.76, 5.97, -5.97], [-1.51, 4.84, -6.31], [-1.22, 3.66, -5.51], [-2.22, 2.65, -5.97], [-3.55, 3.07, -5.69], [-4.45, 2.10, -6.29], [-5.87, 2.51, -6.11], [-6.08, 3.69, -6.85], [-7.43, 4.17, -6.78], [0.34, 5.75, -5.88], [-1.07, 6.48, -5.03], [-0.93, 6.67, -6.74], [-1.30, 3.96, -4.46], [-0.21, 3.25, -5.76], [-2.03, 1.69, -5.52], [-2.05, 2.53, -7.04], [-3.77, 3.95, -6.11], [-4.31, 1.22, -5.70], [-4.16, 1.85, -7.35], [-6.06, 2.64, -5.05], [-6.52, 1.74, -6.56], [-7.48, 5.27, -7.09], [-7.85, 4.12, -5.75], [-8.10, 3.63, -7.45], [1.42, -3.41, 1.73], [1.97, -4.21, 0.70], [2.95, -5.05, 1.24], [3.64, -5.79, 0.18], [4.34, -4.96, -0.73], [5.76, -4.65, -0.33], [6.59, -5.88, -0.56], [6.58, -6.12, -1.95], [7.22, -7.29, -2.38], [0.47, -2.95, 1.49], [2.19, -2.61, 2.02], [1.20, -4.04, 2.62], [2.43, -5.81, 1.87], [3.65, -4.48, 1.86], [2.92, -6.39, -0.41], [4.27, -6.59, 0.67], [4.49, -5.43, -1.62], [5.72, -4.33, 0.73], [6.16, -3.81, -0.87], [6.21, -6.71, 0.04], [7.59, -5.71, -0.17], [6.65, -8.12, -1.91], [8.26, -7.31, -1.95], [7.18, -7.26, -3.46], [2.06, -4.39, -3.02], [1.85, -3.06, -2.34], [1.50, -1.97, -3.20], [2.38, -1.48, -4.03], [3.42, -1.93, -4.31], [1.78, -0.25, -4.76], [0.79, -0.48, -5.61], [1.31, 0.60, -3.89], [2.74, 0.43, -5.48], [1.14, -4.47, -3.68], [1.98, -5.26, -2.39], [2.96, -4.51, -3.70], [2.75, -2.93, -1.79], [0.99, -3.33, -1.63], [-5.00, 4.19, -2.06], [-4.78, 5.24, -0.95], [-3.55, 6.05, -1.23], [-2.41, 5.57, -0.72], [-2.35, 4.60, -0.01], [-1.23, 6.31, -1.37], [-1.47, 7.62, -1.44], [-0.12, 6.12, -0.66], [-1.05, 5.82, -2.58], [-5.15, 4.63, -3.05], [-5.92, 3.63, -1.81], [-4.18, 3.51, -2.02], [-4.67, 4.75, 0.00], [-5.60, 5.96, -0.83]]}

What is the formula in the first record?
C11H18N